# 1
Here is a 7-piece molecular cluster, C42H28O14 overall at a distorted geometry from the Open Molecules 2025 dataset. Energies are from ωB97M-V/def2-TZVPD.

```
84
Properties=species:S:1:pos:R:3:forces:R:3:lowdin_charge:R:1
O -1.997 4.010 -5.341 4.38 -0.90 1.97 0.05
C -0.948 3.631 -4.717 -2.71 0.01 0.35 -0.34
C 0.226 4.497 -4.279 4.23 -4.14 3.08 0.10
C 1.417 3.986 -3.469 -8.14 -2.20 -4.84 0.10
C 1.429 2.504 -3.093 2.35 0.74 3.69 -0.33
O 2.368 2.061 -2.304 -3.71 1.53 -3.58 0.01
C 0.176 1.766 -3.312 -3.06 -1.40 -0.77 0.01
C -0.946 2.261 -4.064 2.47 -2.72 1.22 0.03
H 0.138 5.493 -4.507 0.07 2.35 -0.55 0.06
H 2.224 4.502 -3.192 2.81 2.46 0.94 0.05
H 0.143 0.717 -2.712 -0.10 2.61 -1.87 0.14
H -1.811 1.519 -4.249 1.33 1.68 0.41 0.14
O -4.951 5.662 -1.186 -0.37 -4.80 0.38 0.03
C -4.950 4.371 -1.215 0.94 3.92 -2.61 -0.38
C -5.469 3.647 -2.432 1.00 -6.34 -0.51 0.07
C -5.247 2.120 -2.512 -2.15 6.05 -1.96 0.06
C -4.479 1.341 -1.513 -1.71 1.05 -1.32 -0.50
O -4.381 0.147 -1.616 0.46 -1.27 0.05 0.11
C -3.983 2.088 -0.412 0.40 6.71 2.77 0.05
C -4.140 3.582 -0.289 0.11 -5.03 1.60 0.07
H -5.851 4.131 -3.372 0.16 -0.27 1.53 0.12
H -5.719 1.594 -3.431 1.18 0.85 1.75 0.13
H -3.531 1.529 0.411 0.18 0.43 -0.34 0.09
H -3.847 4.174 0.638 -0.05 -1.24 -1.27 0.13
O -1.622 2.193 2.681 0.74 0.76 0.57 0.08
C -0.586 2.042 3.320 -1.07 -4.60 -1.44 -0.45
C -0.031 0.593 3.359 6.35 0.66 4.37 0.12
C 1.282 0.276 4.132 -6.43 1.23 -3.60 0.08
C 2.037 1.371 4.763 1.21 -3.29 1.57 -0.43
O 3.045 0.982 5.396 -1.37 1.92 -1.01 0.08
C 1.454 2.684 4.754 -5.84 2.64 -2.70 0.10
C 0.112 2.985 4.081 7.70 1.19 2.61 0.06
H -0.654 -0.167 2.987 -0.58 -0.92 -0.49 0.06
H 1.608 -0.746 4.386 -0.19 0.64 -0.56 0.11
H 1.920 3.555 5.210 0.25 -0.37 -0.12 0.11
H 0.057 4.026 3.776 -0.78 0.13 0.73 0.11
O 1.955 7.558 -0.926 0.04 -1.94 0.75 0.05
C 1.927 6.416 -0.391 -1.41 4.19 -1.87 -0.48
C 0.713 5.654 -0.536 -1.27 -7.07 1.61 0.07
C 0.801 4.194 0.074 -0.12 6.65 -2.02 0.12
C 2.061 3.721 0.796 -0.27 0.66 -1.21 -0.40
O 2.169 2.576 1.189 -0.19 0.57 0.10 0.08
C 3.224 4.686 0.839 -0.63 3.19 -1.45 0.07
C 3.088 6.016 0.319 2.97 -4.73 1.83 0.02
H -0.193 6.061 -1.195 2.23 -1.05 1.84 0.16
H -0.075 3.570 0.051 -0.05 -0.40 -0.07 0.07
H 4.163 4.231 1.183 -0.42 0.57 0.02 0.12
H 3.956 6.717 0.189 -0.97 -0.85 0.51 0.14
O 5.960 -2.230 -0.007 1.20 0.28 0.11 0.11
C 5.474 -3.322 -0.150 0.39 -1.25 -2.53 -0.44
C 6.093 -4.452 -1.022 -6.70 -5.23 1.48 0.15
C 5.274 -5.753 -1.257 3.71 6.29 1.30 0.06
C 3.995 -5.986 -0.616 -3.44 -1.43 -0.74 -0.35
O 3.209 -6.975 -0.904 3.40 3.88 1.44 0.04
C 3.500 -4.820 0.244 0.73 3.39 0.11 0.07
C 4.114 -3.516 0.280 -1.89 -4.32 1.67 -0.01
H 7.000 -4.371 -1.475 2.37 0.45 -1.25 0.05
H 5.618 -6.399 -2.013 0.46 -0.94 -0.58 0.08
H 2.517 -4.945 0.725 0.60 -0.08 -0.35 0.09
H 3.842 -2.627 0.901 -0.65 -1.12 -0.57 0.13
O -4.042 -5.744 -0.821 -0.25 -0.06 1.01 0.08
C -3.445 -6.101 0.187 -0.13 -0.65 -0.42 -0.44
C -4.159 -6.600 1.441 3.78 -1.44 4.35 0.11
C -3.241 -7.159 2.607 -6.41 1.65 -3.89 0.07
C -1.814 -7.088 2.554 -0.13 -0.08 1.14 -0.51
O -1.180 -7.395 3.563 0.05 0.18 -0.95 0.10
C -1.241 -6.565 1.359 1.08 1.95 -6.96 0.05
C -1.963 -6.147 0.106 1.65 -1.76 6.90 0.07
H -5.275 -6.414 1.471 1.54 -0.69 0.22 0.11
H -3.606 -7.635 3.557 -0.15 0.76 -1.22 0.12
H -0.105 -6.573 1.322 -1.60 0.15 0.02 0.13
H -1.527 -5.740 -0.782 0.53 -0.09 -0.17 0.09
O -0.931 1.051 -0.081 -1.31 1.03 -0.47 0.06
C -0.666 -0.136 -0.047 -0.39 2.57 1.90 -0.48
C -1.633 -1.085 0.560 0.19 -5.49 -0.23 0.07
C -1.191 -2.476 0.542 -4.43 3.41 0.38 0.04
C 0.068 -2.998 0.053 1.61 4.00 -0.53 -0.45
O 0.418 -4.125 -0.034 -0.10 -2.68 0.03 0.11
C 1.027 -1.912 -0.354 2.04 6.57 -1.23 0.09
C 0.698 -0.421 -0.350 3.38 -8.08 -1.25 0.04
H -2.752 -0.851 0.922 3.03 -0.21 -1.11 0.17
H -1.983 -3.226 0.723 0.66 0.35 0.40 0.11
H 2.147 -2.072 -0.741 -2.86 -0.39 1.10 0.13
H 1.521 0.286 -0.736 -1.88 -0.80 0.87 0.13
```
Forces are in eV/Å.

Summary:
* relative energy (zero: lowest compared OMol25 entry of this formula, charge and spin): 1437.25 kJ/mol
* frontier orbital gap: 7.3 eV
* E: -72648.1914 eV
* spin multiplicity: 1
* molar mass: 756.7 u
* SMILES string: O=C1C=CC(=O)C=C1.O=C1C=CC(=O)C=C1.O=C1C=CC(=O)C=C1.O=C1C=CC(=O)C=C1.O=C1C=CC(=O)C=C1.O=C1C=CC(=O)C=C1.O=C1C=CC(=O)C=C1



# 2
Here is a 2-piece molecular cluster, C4H5I2N overall at a distorted geometry from the Open Molecules 2025 dataset. Energies are from ωB97M-V/def2-TZVPD.

```
12
Properties=species:S:1:pos:R:3:forces:R:3:lowdin_charge:R:1
C -1.050 -0.941 2.394 1.31 0.68 0.50 -0.53
C 0.405 1.109 -0.205 1.56 -0.21 -1.69 -0.18
C 0.215 2.000 2.062 0.52 0.35 1.60 -0.66
C -0.335 -0.183 -0.431 0.03 -0.09 0.17 -0.10
N 0.365 1.708 0.895 -0.48 0.01 -0.84 -0.15
I -2.971 -0.274 2.191 0.10 0.22 0.37 0.73
I -1.057 3.596 2.485 -0.35 0.22 0.00 0.70
H -0.343 -0.053 2.738 -1.66 -1.12 -0.41 -0.10
H 1.189 1.476 -0.937 -1.06 -0.56 0.83 0.14
H -0.281 -0.493 -1.493 -0.06 0.08 0.73 0.08
H -1.378 -0.078 -0.098 0.35 -0.05 -0.52 -0.01
H 0.105 -0.967 0.248 -0.27 0.47 -0.74 0.07
```
Forces are in eV/Å.

Summary:
* relative energy (zero: lowest compared OMol25 entry of this formula, charge and spin): 532.39 kJ/mol
* frontier orbital gap (spin up / spin down): 7.0 / 7.0 eV
* E: -21913.7370 eV
* spin multiplicity: 1
* molar mass: 320.9 u



# 3
Here is a 2-piece molecular cluster, C23H29BN overall at a distorted geometry from the Open Molecules 2025 dataset. Energies are from ωB97M-V/def2-TZVPD.

```
54
Properties=species:S:1:pos:R:3:forces:R:3:lowdin_charge:R:1
C -5.029 -0.065 6.367 -0.25 -0.20 -0.17 -0.03
C -3.590 0.268 6.602 0.10 0.23 -0.10 -0.24
C -3.260 1.493 7.194 0.22 0.34 0.12 -0.02
C -1.939 1.830 7.416 0.47 -0.32 0.26 0.00
C -0.871 0.921 7.110 -1.16 -0.27 0.16 -0.21
C 0.437 1.308 7.503 0.31 0.14 -0.68 0.08
C 1.695 0.879 7.005 0.78 0.08 -0.16 -0.19
C 2.858 1.476 7.587 -0.33 -0.29 0.11 0.01
C 4.129 0.997 7.314 -0.03 -0.02 -0.14 -0.04
C 4.294 -0.103 6.454 -0.51 0.38 0.27 -0.01
C 3.176 -0.649 5.803 -0.34 0.09 -0.11 -0.04
C 1.903 -0.110 5.996 0.22 -0.17 0.46 0.02
C -1.234 -0.336 6.540 0.04 0.30 -0.01 0.01
C -2.565 -0.611 6.237 0.38 -0.16 0.06 -0.01
H -5.127 -0.996 5.805 -0.05 0.11 0.09 0.09
H -5.576 -0.176 7.313 0.18 0.02 -0.14 0.10
H -5.533 0.730 5.805 0.14 -0.11 0.10 0.10
H -4.059 2.183 7.485 0.34 -0.22 -0.16 0.13
H -1.676 2.792 7.863 -0.17 -0.27 -0.11 0.13
H 0.475 2.143 8.210 0.04 -0.23 -0.19 0.14
H 2.708 2.310 8.279 0.16 -0.36 -0.12 0.13
H 4.997 1.467 7.780 -0.26 -0.16 -0.14 0.12
H 5.292 -0.505 6.272 -0.33 0.07 0.06 0.12
H 3.306 -1.509 5.141 -0.05 0.47 0.07 0.12
H 1.061 -0.449 5.393 0.40 -0.03 0.21 0.11
H -0.466 -1.100 6.401 -0.44 0.26 0.02 0.12
H -2.832 -1.539 5.725 0.18 0.21 0.35 0.13
C -5.297 -1.182 12.966 0.07 0.27 0.13 -0.04
C -4.563 -2.445 12.497 -0.18 -0.04 0.07 -0.57
C -4.536 -3.439 13.658 0.08 -0.05 0.05 -0.06
C -5.395 -3.062 11.364 0.04 -0.18 -0.24 -0.04
C -3.170 -2.078 11.987 0.16 0.19 -0.24 -0.13
C -1.966 -2.568 12.515 0.16 0.14 -0.19 0.03
C -0.743 -2.175 11.974 -0.19 0.35 -0.44 -0.01
N -0.659 -1.315 10.929 -0.90 -0.05 0.18 -0.05
B 0.722 -0.869 10.294 0.69 0.42 -0.44 -0.33
H 0.484 -0.087 9.344 -0.15 -0.32 0.44 0.01
C -1.810 -0.819 10.413 0.00 -0.31 0.35 -0.03
C -3.054 -1.179 10.911 0.32 0.07 -0.11 0.02
H -5.415 -0.451 12.158 0.01 -0.11 0.12 0.08
H -6.297 -1.455 13.323 0.18 0.05 -0.07 0.09
H -4.762 -0.698 13.789 -0.07 -0.02 -0.08 0.10
H -4.071 -4.387 13.371 -0.04 0.10 0.06 0.09
H -4.011 -3.032 14.529 -0.04 -0.07 -0.09 0.09
H -5.570 -3.648 13.958 0.24 0.00 -0.01 0.09
H -4.929 -3.976 10.983 -0.06 0.08 0.02 0.10
H -6.389 -3.320 11.746 0.18 0.06 -0.08 0.09
H -5.527 -2.370 10.525 0.02 -0.09 0.13 0.08
H -1.936 -3.265 13.352 -0.14 0.20 -0.23 0.12
H 0.210 -2.540 12.365 -0.34 0.15 -0.18 0.14
H 1.381 -0.266 11.121 -0.19 -0.20 -0.02 0.02
H 1.304 -1.843 9.853 -0.16 0.05 0.13 0.02
H -1.704 -0.115 9.581 0.02 -0.38 0.40 0.11
H -3.928 -0.734 10.430 0.24 -0.22 0.27 0.12
```
Forces are in eV/Å.

Summary:
* relative energy (zero: lowest compared OMol25 entry of this formula, charge and spin): 0.00 kJ/mol
* net charge: +1
* frontier orbital gap: 6.7 eV
* E: -26481.2724 eV
* spin multiplicity: 1
* molar mass: 330.3 u



# 4
Here is one molecule with the formula C8H11NO5 at a distorted geometry from the Open Molecules 2025 dataset. Energies are from ωB97M-V/def2-TZVPD.

```
25
Properties=species:S:1:pos:R:3:forces:R:3:lowdin_charge:R:1
C 2.903 1.406 0.114 -0.65 -2.06 -2.62 -0.01
C 1.885 0.230 -0.060 1.78 0.52 0.96 -0.18
C 2.391 -1.052 -0.218 -2.65 5.00 1.12 -0.32
O 3.764 -1.290 -0.165 -1.32 -1.39 0.85 0.03
N 1.398 -2.010 -0.221 -1.20 -4.42 -0.59 0.13
C -0.024 -2.069 -0.195 -0.03 0.64 1.26 -0.32
O -0.513 -3.190 -0.190 0.53 0.65 -0.52 0.05
C -1.087 -0.920 0.032 -0.60 -0.72 1.17 -0.02
C -2.419 -1.566 0.465 0.48 -3.28 -0.57 -0.22
O -3.393 -0.738 1.008 -0.69 0.63 -0.48 -0.05
C -0.938 0.405 0.121 6.06 -2.10 -0.82 -0.08
C -1.661 1.660 -0.067 0.49 1.71 0.34 -0.23
O -2.999 1.468 -0.408 -0.30 -0.10 0.39 -0.05
O 0.568 0.817 0.107 -0.65 -0.45 -0.51 -0.07
H 2.716 1.979 0.991 0.01 0.44 0.52 0.06
H 2.772 1.955 -0.832 -0.08 0.62 0.62 0.08
H 3.920 0.992 -0.018 -0.50 0.29 0.74 0.08
H 3.966 -1.717 0.715 -0.29 0.62 -1.24 0.14
H 1.657 -3.025 -0.323 0.01 1.58 0.02 0.17
H -2.221 -2.468 1.206 -0.07 1.89 -1.48 0.16
H -2.914 -2.044 -0.413 0.43 0.26 0.58 0.14
H -3.044 -0.347 1.790 0.33 0.44 1.26 0.10
H -1.095 2.068 -0.970 -0.83 -0.06 1.15 0.16
H -1.456 2.400 0.840 -0.52 -1.41 -1.72 0.17
H -3.358 0.691 0.096 0.24 0.70 -0.45 0.06
```
Forces are in eV/Å.

Summary:
* relative energy (zero: lowest compared OMol25 entry of this formula, charge and spin): 258.24 kJ/mol
* frontier orbital gap: 7.9 eV
* E: -20197.3441 eV
* spin multiplicity: 1
* molar mass: 201.2 u
* SMILES string: CC1=C(O)NC(=O)C(CO)=C(CO)O1



# 5
Here is one molecule with the formula C4H6N2O at a distorted geometry from the Open Molecules 2025 dataset. Energies are from ωB97M-V/def2-TZVPD.

```
13
Properties=species:S:1:pos:R:3:forces:R:3:lowdin_charge:R:1
H 3.117 1.306 -0.126 -0.10 -0.02 -0.01 0.05
N 2.215 0.871 -0.296 -0.20 0.22 0.18 0.11
C 1.283 1.572 0.187 0.24 -0.03 -0.05 -0.31
O -0.020 1.246 0.120 0.07 0.04 0.03 -0.07
C -0.365 0.011 -0.508 -0.02 -0.12 -0.11 -0.19
C -1.126 -0.827 0.521 0.00 0.02 0.02 -0.15
C -1.596 -2.078 -0.080 -0.32 -0.85 -0.43 -0.22
N -1.956 -3.053 -0.586 0.35 0.95 0.50 0.14
H 1.380 2.524 0.716 0.04 -0.11 -0.08 0.13
H 0.534 -0.501 -0.856 -0.16 0.05 0.05 0.11
H -1.004 0.247 -1.363 0.07 -0.06 0.10 0.13
H -0.477 -1.056 1.374 -0.08 0.01 -0.15 0.13
H -1.986 -0.263 0.898 0.11 -0.10 -0.06 0.13
```
Forces are in eV/Å.

Summary:
* relative energy (zero: lowest compared OMol25 entry of this formula, charge and spin): 131.23 kJ/mol
* frontier orbital gap: 11.4 eV
* E: -9272.1418 eV
* spin multiplicity: 1
* molar mass: 98.1 u
* SMILES string: [H]/N=C/OCCC#N